<a>
Below is a 2-piece molecular cluster, C3H2N2S2 overall, with properties calculated with wB97M-V/def2-TZVPD.

Summary:
spin multiplicity: 1
net charge: 0
frontier orbital gap (spin up / spin down): 0.29032 / 0.23881 hartree
LUMO level (spin up / spin down): -2.46 / -2.73 eV

Bonds (Å) are listed after each position.
Atoms and positions in Å:
1 C 0.03 -1.35 -0.86  C3 1.352, N4 1.124
2 C -0.17 0.95 -1.33  C3 1.393, N5 1.159
3 C -0.59 -0.17 -0.62  C1 1.352, C2 1.393, S6 1.754
4 N 0.41 -2.40 -0.91  C1 1.124
5 N 0.21 1.83 -1.99  C2 1.159
6 S -1.91 0.08 0.51  C3 1.754, H8 1.381
7 S 1.84 1.53 1.46  H9 1.388
8 H -1.86 -1.04 1.31  S6 1.381
9 H 2.03 0.56 2.44  S7 1.388

<b>
Below is one molecule with the formula C3H2N2S2, with properties calculated with wB97M-V/def2-TZVPD.

Summary:
structure (SMILES): N#CSCSC#N
spin multiplicity: 1
net charge: 0
frontier orbital gap: 0.34859 hartree
LUMO level: -0.66 eV

Bonds (Å) are listed after each position.
Atoms and positions in Å:
1 N -3.55 -0.01 0.33  C2 1.259
2 C -2.47 -0.51 -0.06  N1 1.259, S3 1.623
3 S -1.19 -0.59 -1.06  C2 1.623, C4 1.951
4 C -0.01 0.46 0.10  S3 1.951, S5 1.842, H8 1.185, H9 1.096
5 S 1.66 0.88 -0.55  C4 1.842, C6 1.767
6 C 2.68 -0.51 -0.19  S5 1.767, N7 1.204
7 N 3.39 -1.43 0.12  C6 1.204
8 H -0.50 1.54 0.16  C4 1.185
9 H 0.00 0.17 1.15  C4 1.096

Name the most stable of them. <b>.